C18H28FeN | the ωB97M-V functional and the def2-TZVPD basis

Structure (XYZ):
```
48
Properties=species:S:1:pos:R:3:lowdin_spin:R:1
C 4.24496 -1.88751 0.12990 0.000
C 2.82318 -2.36017 0.39680 0.000
C 2.17696 -1.58451 1.54679 0.001
N 0.70924 -1.45632 1.49434 0.003
C 0.01575 -1.69525 2.77127 0.004
C -1.02334 -2.81235 2.75556 0.001
C -1.96638 -2.70004 3.94410 0.000
H 4.71766 -2.51784 -0.62643 0.000
H 4.25984 -0.85597 -0.23875 0.000
H 4.86288 -1.93135 1.03389 0.000
H 2.21949 -2.28012 -0.51741 0.001
H 2.83744 -3.41696 0.69441 0.000
H 2.47066 -2.05816 2.49744 0.000
H 2.56154 -0.55459 1.59745 0.000
H 0.30190 -1.99017 0.73134 0.000
H 0.76908 -1.91699 3.54464 0.000
H -0.44039 -0.73552 3.06407 0.003
H -1.59352 -2.79010 1.81761 0.001
H -0.48595 -3.76859 2.79759 0.000
H -2.70488 -3.50406 3.92563 0.000
H -1.42493 -2.76638 4.89453 0.000
H -2.50652 -1.74733 3.93130 0.000
C 0.62273 1.05039 1.05208 0.084
C -0.05177 2.16210 0.43634 0.434
C -1.25416 2.08900 -0.27197 0.062
C -1.88423 3.25178 -0.94163 0.087
C -2.98592 2.78546 -1.72628 0.064
C -3.04460 1.33074 -1.61994 0.079
C -1.98373 0.88948 -0.75609 0.078
Fe -1.26783 1.93897 -2.25601 2.728
C 0.53617 1.27225 -2.73489 0.050
C 0.41239 2.70256 -2.97104 0.039
C -0.70212 2.91377 -3.87680 0.047
C -1.27234 1.61839 -4.19867 0.025
C -0.51109 0.60284 -3.49209 0.048
H 1.68147 1.26238 1.24858 0.003
H 0.13329 0.76385 1.99052 0.025
H 0.54293 0.18971 0.38130 0.010
H 0.34899 3.16012 0.59634 0.027
H -1.56784 4.27165 -0.73990 0.010
H -3.69917 3.41217 -2.25484 0.012
H -3.81234 0.69532 -2.05651 0.014
H -1.77856 -0.11609 -0.40280 0.011
H 1.33236 0.78682 -2.17802 0.011
H 1.09463 3.46729 -2.60661 0.010
H -1.00174 3.86463 -4.31016 0.010
H -2.06969 1.43495 -4.91289 0.008
H -0.64249 -0.47028 -3.58407 0.010
```

Summary:
Charge   -1
Expectation value of S²   6.104
Lowest unoccupied orbital energy (spin up / spin down)   2.9 / 2.9 eV
Spin multiplicity   5
E_HOMO (spin up / spin down)   -0.39 / -2.44 eV
Energy   -54991.222 eV
ΔE to the lowest compared entry with this formula, charge and spin   0.00 kJ/mol